Entry w
ORCA calculation (the ωB97M-V functional and the def2-TZVPD basis) on C2H9N3O as an isolated structure.

Calculated values
HOMO-LUMO gap: 7.494 eV
Spin multiplicity: 1
LUMO: 0.80 eV

Atoms and positions in Å:
C1 0.382 0.897 0.412
C2 -1.026 1.130 0.043
N1 0.231 -0.614 -1.263
N2 0.675 -0.049 1.328
N3 -0.112 -1.738 -0.409
O1 1.115 2.058 0.398
H1 1.913 1.941 0.929
H2 -0.184 -0.722 -2.188
H3 1.631 -0.346 1.481
H4 0.010 -1.146 0.892
H5 0.487 -2.529 -0.642
H6 -1.084 -2.049 -0.488
H7 -1.738 0.913 0.836
H8 -1.200 2.057 -0.495
H9 -1.102 0.197 -0.832

Entry x
ORCA calculation (the ωB97M-V functional and the def2-TZVPD basis) on a 2-piece molecular cluster, C2H9N3O overall.

Calculated values
HOMO-LUMO gap: 6.934 eV
Spin multiplicity: 1
LUMO: 0.07 eV

Atoms and positions in Å:
C1 0.908 1.473 0.114
C2 1.465 -0.706 0.926
N1 -1.308 -1.127 0.281
N2 0.670 0.306 0.972
N3 -1.582 -0.438 -0.985
O1 0.656 1.195 -1.225
H1 -0.188 0.663 -1.265
H2 -1.696 -2.071 0.178
H3 -0.506 -0.174 0.982
H4 -2.400 0.158 -0.858
H5 -1.828 -1.112 -1.708
H6 0.252 2.261 0.514
H7 1.945 1.814 0.198
H8 1.177 -1.610 1.439
H9 2.434 -0.633 0.436

So which one is most stable? That would be entry x, about 0.0390 hartree below the next structure.

Entry w
ORCA calculation (the ωB97M-V functional and the def2-TZVPD basis) on a 2-piece molecular cluster, C5H14 overall.

Calculated values
HOMO-LUMO gap: 12.621 eV
Structure (SMILES): CCC.CC
Spin multiplicity: 1
LUMO: 1.11 eV

Atoms and positions in Å:
C1 -0.372 0.414 -2.464
C2 -0.595 -0.530 -1.290
C3 -1.230 -1.845 -1.729
H1 -1.322 0.723 -2.906
H2 0.186 -0.091 -3.255
H3 0.196 1.304 -2.188
H4 0.360 -0.735 -0.804
H5 -1.229 -0.053 -0.539
H6 -2.207 -1.672 -2.181
H7 -0.600 -2.336 -2.472
H8 -1.341 -2.541 -0.895
C4 0.631 1.317 2.063
C5 1.407 0.524 3.116
H9 -0.437 1.315 2.279
H10 0.955 2.359 2.048
H11 0.782 0.879 1.079
H12 1.252 0.948 4.108
H13 1.088 -0.518 3.128
H14 2.474 0.540 2.901

Entry x
ORCA calculation (the ωB97M-V functional and the def2-TZVPD basis) on a 2-piece molecular cluster, C5H14 overall.

Calculated values
HOMO-LUMO gap: 11.485 eV
Structure (SMILES): CCC.CC
Spin multiplicity: 1
LUMO: 1.03 eV

Atoms and positions in Å:
C1 0.177 -0.477 -2.336
C2 -0.343 0.450 -1.322
C3 -1.565 1.421 -1.661
H1 0.646 -1.322 -1.796
H2 0.978 0.093 -2.794
H3 -0.466 -0.881 -2.961
H4 -0.631 0.024 -0.355
H5 0.475 1.023 -0.854
H6 -2.269 1.222 -0.792
H7 -1.148 2.474 -1.339
H8 -1.913 1.600 -2.676
C4 0.916 0.038 2.133
C5 0.486 -1.470 2.495
H9 1.122 0.513 3.217
H10 1.857 0.162 1.522
H11 0.213 0.712 1.716
H12 0.667 -1.985 1.609
H13 -0.414 -1.566 3.081
H14 1.212 -2.032 3.114

So which one is most stable? That would be entry w, about 0.0782 hartree below the next structure.

Entry w
ORCA calculation (the ωB97M-V functional and the def2-TZVPD basis) on a 2-piece molecular cluster, C5H14 overall.

Calculated values
HOMO-LUMO gap: 12.313 eV
Structure (SMILES): CCC.CC
Spin multiplicity: 1
LUMO: 1.14 eV

Atoms and positions in Å:
C1 1.292 1.933 1.450
C2 0.376 1.766 0.222
C3 1.055 1.360 -1.092
H1 1.280 1.115 2.168
H2 1.003 2.813 2.027
H3 2.325 2.087 1.129
H4 -0.272 0.940 0.513
H5 -0.171 2.683 0.029
H6 2.152 1.325 -0.955
H7 0.887 0.351 -1.461
H8 1.010 2.080 -1.908
C4 -0.873 -1.699 -0.365
C5 -1.836 -2.888 -0.136
H9 -1.439 -0.799 -0.583
H10 -0.227 -1.480 0.481
H11 -0.263 -2.026 -1.205
H12 -2.245 -3.036 0.865
H13 -2.701 -2.703 -0.775
H14 -1.354 -3.821 -0.404

Entry x
ORCA calculation (the ωB97M-V functional and the def2-TZVPD basis) on a 2-piece molecular cluster, C5H14 overall.

Calculated values
HOMO-LUMO gap: 12.295 eV
Structure (SMILES): CCC.CC
Spin multiplicity: 1
LUMO: 1.14 eV

Atoms and positions in Å:
C1 2.737 -0.387 0.512
C2 1.627 0.674 0.618
C3 0.625 0.348 1.730
H1 2.172 -1.316 0.431
H2 3.440 -0.308 1.341
H3 3.385 -0.233 -0.352
H4 2.133 1.611 0.855
H5 1.173 0.980 -0.333
H6 1.099 0.372 2.712
H7 -0.285 0.945 1.753
H8 0.353 -0.691 1.516
C4 -2.252 -0.513 -0.626
C5 -2.344 0.083 -2.056
H9 -3.011 -1.294 -0.561
H10 -1.307 -1.028 -0.482
H11 -2.501 0.170 0.182
H12 -1.340 0.263 -2.448
H13 -2.875 1.025 -2.154
H14 -2.829 -0.700 -2.638

Entry y
ORCA calculation (the ωB97M-V functional and the def2-TZVPD basis) on a 2-piece molecular cluster, C5H14 overall.

Calculated values
HOMO-LUMO gap: 12.232 eV
Structure (SMILES): CCC.CC
Spin multiplicity: 1
LUMO: 1.08 eV

Atoms and positions in Å:
C1 -0.445 2.176 0.827
C2 -0.538 1.373 -0.494
C3 -1.064 2.164 -1.692
H1 0.463 2.058 1.411
H2 -0.558 3.236 0.590
H3 -1.196 1.915 1.576
H4 -1.011 0.417 -0.273
H5 0.468 1.090 -0.638
H6 -1.095 3.223 -1.421
H7 -2.027 1.780 -2.006
H8 -0.337 2.211 -2.503
C4 0.443 -3.150 0.162
C5 1.458 -2.313 0.984
H9 0.105 -2.706 -0.775
H10 0.739 -4.192 0.126
H11 -0.513 -3.078 0.705
H12 2.191 -2.980 1.406
H13 0.986 -1.628 1.690
H14 1.932 -1.595 0.326

Entry z
ORCA calculation (the ωB97M-V functional and the def2-TZVPD basis) on a 2-piece molecular cluster, C5H14 overall.

Calculated values
HOMO-LUMO gap: 12.618 eV
Structure (SMILES): CCC.CC
Spin multiplicity: 1
LUMO: 1.12 eV

Atoms and positions in Å:
C1 0.294 1.786 0.664
C2 -1.177 1.787 1.112
C3 -1.326 1.085 2.450
H1 0.858 2.430 1.334
H2 0.432 2.133 -0.354
H3 0.711 0.782 0.771
H4 -1.438 2.839 1.268
H5 -1.800 1.288 0.379
H6 -2.021 1.585 3.121
H7 -1.619 0.049 2.314
H8 -0.358 0.973 2.958
C4 1.405 -2.148 -2.545
C5 0.411 -2.009 -1.398
H9 2.166 -1.386 -2.650
H10 2.002 -3.067 -2.508
H11 0.980 -2.255 -3.551
H12 0.400 -2.939 -0.839
H13 -0.602 -1.780 -1.742
H14 0.684 -1.153 -0.783

So which one is most stable? That would be entry z, about 0.0029 hartree below the next structure.

Entry w
ORCA calculation (the ωB97M-V functional and the def2-TZVPD basis) on a 2-piece molecular cluster, C5H14 overall.

Calculated values
HOMO-LUMO gap: 12.558 eV
Structure (SMILES): CCC.CC
Spin multiplicity: 1
LUMO: 1.12 eV

Atoms and positions in Å:
C1 1.620 -0.291 1.342
C2 0.758 -1.377 0.668
C3 1.601 -2.383 -0.103
H1 2.061 -0.641 2.275
H2 1.053 0.612 1.612
H3 2.445 0.000 0.690
H4 0.181 -1.859 1.452
H5 0.053 -0.852 0.014
H6 1.025 -2.883 -0.889
H7 2.473 -1.915 -0.558
H8 1.973 -3.164 0.556
C4 -1.972 1.643 -1.611
C5 -1.908 2.245 -0.202
H9 -3.011 1.500 -1.904
H10 -1.600 2.342 -2.361
H11 -1.445 0.701 -1.669
H12 -0.888 2.585 -0.024
H13 -2.113 1.477 0.544
H14 -2.573 3.092 -0.051

Entry x
ORCA calculation (the ωB97M-V functional and the def2-TZVPD basis) on a 2-piece molecular cluster, C5H14 overall.

Calculated values
HOMO-LUMO gap: 12.553 eV
Structure (SMILES): CCC.CC
Spin multiplicity: 1
LUMO: 1.13 eV

Atoms and positions in Å:
C1 2.061 -0.269 -0.396
C2 1.182 -1.424 -0.911
C3 0.257 -0.999 -2.049
H1 1.349 0.531 -0.189
H2 2.674 -0.623 0.431
H3 2.751 0.095 -1.160
H4 1.797 -2.256 -1.254
H5 0.605 -1.794 -0.069
H6 0.627 -1.307 -3.022
H7 -0.761 -1.397 -1.993
H8 0.093 0.087 -2.056
C4 -1.172 1.817 1.563
C5 -2.011 0.532 1.638
H9 -1.559 2.630 2.181
H10 -0.140 1.578 1.802
H11 -1.161 2.196 0.532
H12 -1.663 -0.095 0.821
H13 -3.090 0.679 1.550
H14 -1.839 0.017 2.579

So which one is most stable? That would be entry w, about 0.0032 hartree below the next structure.

Entry w
ORCA calculation (the ωB97M-V functional and the def2-TZVPD basis) on a 2-piece molecular cluster, C5H14 overall.

Calculated values
HOMO-LUMO gap: 12.461 eV
Structure (SMILES): CCC.CC
Spin multiplicity: 1
LUMO: 1.14 eV

Atoms and positions in Å:
C1 1.728 0.677 0.849
C2 1.349 -0.507 -0.048
C3 2.544 -1.308 -0.549
H1 1.838 1.621 0.306
H2 0.990 0.854 1.631
H3 2.696 0.527 1.344
H4 0.796 -0.122 -0.912
H5 0.646 -1.152 0.479
H6 2.304 -2.365 -0.721
H7 3.396 -1.314 0.139
H8 2.918 -0.934 -1.498
C4 -2.238 0.553 0.513
C5 -3.052 0.489 -0.776
H9 -2.909 0.635 1.369
H10 -1.707 -0.399 0.665
H11 -1.502 1.357 0.531
H12 -2.450 0.144 -1.615
H13 -3.468 1.455 -1.055
H14 -3.879 -0.209 -0.652

Entry x
ORCA calculation (the ωB97M-V functional and the def2-TZVPD basis) on a 2-piece molecular cluster, C5H14 overall.

Calculated values
HOMO-LUMO gap: 12.166 eV
Structure (SMILES): CCC.CC
Spin multiplicity: 1
LUMO: 1.11 eV

Atoms and positions in Å:
C1 -0.658 0.733 0.053
C2 -1.437 1.579 -0.970
C3 -0.939 2.993 -1.150
H1 0.335 1.161 0.166
H2 -0.644 -0.334 -0.160
H3 -1.143 0.718 1.038
H4 -1.354 1.015 -1.902
H5 -2.511 1.473 -0.802
H6 -1.213 3.602 -0.289
H7 0.135 3.024 -1.305
H8 -1.370 3.405 -2.061
C4 0.940 -3.082 1.012
C5 1.734 -1.790 0.888
H9 0.224 -3.207 0.198
H10 1.633 -3.915 0.909
H11 0.413 -3.119 1.961
H12 2.377 -1.584 1.737
H13 2.388 -1.737 0.008
H14 1.090 -0.936 0.670

So which one is most stable? That would be entry w, about 0.0071 hartree below the next structure.

Entry w
ORCA calculation (the ωB97M-V functional and the def2-TZVPD basis) on a 2-piece molecular cluster, C5H14 overall.

Calculated values
HOMO-LUMO gap: 12.335 eV
Structure (SMILES): CCC.CC
Spin multiplicity: 1
LUMO: 1.11 eV

Atoms and positions in Å:
C1 -0.734 -1.990 -1.313
C2 -1.595 -1.472 -0.158
C3 -0.953 -1.638 1.198
H1 -1.132 -2.868 -1.813
H2 -0.550 -1.233 -2.084
H3 0.277 -2.268 -0.981
H4 -1.888 -0.439 -0.368
H5 -2.570 -1.971 -0.226
H6 0.002 -1.120 1.271
H7 -1.580 -1.258 2.017
H8 -0.770 -2.694 1.408
C4 0.707 2.310 0.363
C5 2.177 2.400 -0.109
H9 0.207 1.448 -0.063
H10 0.599 2.376 1.456
H11 0.151 3.194 0.033
H12 2.880 2.360 0.734
H13 2.342 3.330 -0.651
H14 2.431 1.530 -0.714

Entry x
ORCA calculation (the ωB97M-V functional and the def2-TZVPD basis) on a 2-piece molecular cluster, C5H14 overall.

Calculated values
HOMO-LUMO gap: 11.898 eV
Structure (SMILES): CCC.CC
Spin multiplicity: 1
LUMO: 1.06 eV

Atoms and positions in Å:
C1 0.533 2.522 -0.806
C2 0.504 1.516 -1.918
C3 -0.456 0.371 -1.462
H1 -0.238 3.276 -0.845
H2 1.533 3.114 -1.001
H3 0.844 1.943 0.123
H4 0.065 1.854 -2.793
H5 1.517 1.332 -2.318
H6 0.004 -0.678 -1.790
H7 -0.646 0.190 -0.471
H8 -1.436 0.520 -2.064
C4 -1.058 -2.027 2.004
C5 0.511 -2.215 2.073
H9 -1.369 -3.104 1.691
H10 -1.632 -1.479 2.857
H11 -1.249 -1.261 1.286
H12 0.742 -1.421 1.289
H13 0.705 -3.181 1.741
H14 0.960 -2.114 2.950

So which one is most stable? That would be entry w, about 0.0798 hartree below the next structure.

Entry w
ORCA calculation (the ωB97M-V functional and the def2-TZVPD basis) on a 2-piece molecular cluster, C5H14 overall.

Calculated values
HOMO-LUMO gap: 11.830 eV
Structure (SMILES): CCC.CC
Spin multiplicity: 1
LUMO: 1.12 eV

Atoms and positions in Å:
C1 -2.256 0.129 -2.232
C2 -1.150 0.288 -1.232
C3 -0.136 -0.831 -1.283
H1 -2.948 -0.700 -2.026
H2 -1.974 -0.080 -3.265
H3 -2.901 1.020 -2.047
H4 -0.540 1.220 -1.166
H5 -1.566 0.381 -0.207
H6 -0.216 -1.740 -0.677
H7 -0.194 -1.424 -2.216
H8 0.926 -0.579 -1.127
C4 1.136 0.429 1.832
C5 2.288 0.073 2.740
H9 1.476 0.610 0.809
H10 0.313 -0.265 1.942
H11 0.812 1.447 2.113
H12 1.937 -0.328 3.711
H13 2.829 0.993 2.986
H14 2.854 -0.791 2.387

Entry x
ORCA calculation (the ωB97M-V functional and the def2-TZVPD basis) on a 2-piece molecular cluster, C5H14 overall.

Calculated values
HOMO-LUMO gap: 12.508 eV
Structure (SMILES): CCC.CC
Spin multiplicity: 1
LUMO: 1.14 eV

Atoms and positions in Å:
C1 0.555 2.078 -2.015
C2 0.564 1.139 -0.805
C3 -0.375 1.749 0.237
H1 -0.416 1.989 -2.487
H2 1.352 1.895 -2.748
H3 0.807 3.107 -1.731
H4 0.162 0.181 -1.159
H5 1.537 0.926 -0.363
H6 0.142 2.540 0.753
H7 -1.321 2.004 -0.235
H8 -0.596 1.146 1.133
C4 -1.008 -2.196 1.212
C5 0.472 -2.548 1.123
H9 -1.635 -2.730 1.927
H10 -1.126 -1.147 1.502
H11 -1.588 -2.260 0.287
H12 0.725 -3.174 0.268
H13 0.764 -3.102 2.016
H14 0.987 -1.597 1.085

Entry y
ORCA calculation (the ωB97M-V functional and the def2-TZVPD basis) on a 2-piece molecular cluster, C5H14 overall.

Calculated values
HOMO-LUMO gap: 12.532 eV
Structure (SMILES): CCC.CC
Spin multiplicity: 1
LUMO: 1.13 eV

Atoms and positions in Å:
C1 2.281 -1.482 1.058
C2 1.339 -0.411 0.460
C3 1.736 1.004 0.835
H1 1.890 -1.984 1.944
H2 3.254 -1.074 1.334
H3 2.462 -2.270 0.362
H4 1.357 -0.565 -0.594
H5 0.338 -0.655 0.806
H6 1.433 1.252 1.856
H7 2.807 1.167 0.735
H8 1.196 1.737 0.229
C4 -1.872 0.495 -0.943
C5 -3.313 0.321 -1.425
H9 -1.370 1.276 -1.518
H10 -1.777 0.683 0.124
H11 -1.285 -0.400 -1.151
H12 -3.801 1.288 -1.545
H13 -3.914 -0.209 -0.690
H14 -3.328 -0.216 -2.361

So which one is most stable? That would be entry y, about 0.0084 hartree below the next structure.

Entry w
ORCA calculation (the ωB97M-V functional and the def2-TZVPD basis) on a 2-piece molecular cluster, C5H14 overall.

Calculated values
HOMO-LUMO gap: 12.457 eV
Structure (SMILES): CCC.CC
Spin multiplicity: 1
LUMO: 1.14 eV

Atoms and positions in Å:
C1 0.172 1.197 -2.478
C2 -0.750 0.709 -1.334
C3 -0.831 -0.837 -1.450
H1 -0.053 0.530 -3.301
H2 0.056 2.248 -2.722
H3 1.211 1.129 -2.157
H4 -0.357 0.943 -0.345
H5 -1.747 1.156 -1.407
H6 0.152 -1.266 -1.661
H7 -1.051 -1.351 -0.512
H8 -1.532 -1.066 -2.251
C4 1.085 0.152 2.438
C5 0.076 -0.978 2.477
H9 1.685 0.030 1.522
H10 0.835 1.190 2.627
H11 1.857 -0.086 3.192
H12 -0.678 -0.821 1.685
H13 0.433 -1.991 2.326
H14 -0.562 -0.887 3.350

Entry x
ORCA calculation (the ωB97M-V functional and the def2-TZVPD basis) on a 2-piece molecular cluster, C5H14 overall.

Calculated values
HOMO-LUMO gap: 11.370 eV
Structure (SMILES): CCC.CC
Spin multiplicity: 1
LUMO: 1.10 eV

Atoms and positions in Å:
C1 1.181 -0.884 -0.714
C2 0.918 -1.855 0.529
C3 0.070 -1.242 1.543
H1 0.180 -0.862 -1.120
H2 1.948 -1.325 -1.435
H3 1.586 0.186 -0.297
H4 0.626 -2.861 0.330
H5 2.057 -2.166 0.766
H6 0.483 -0.233 1.900
H7 -0.973 -0.836 0.947
H8 -0.058 -1.957 2.390
C4 -0.707 2.422 -1.097
C5 -1.339 1.399 -0.184
H9 -1.234 3.330 -1.266
H10 0.332 2.613 -0.977
H11 -0.749 1.720 -2.074
H12 -0.676 0.747 0.483
H13 -2.181 0.727 -0.587
H14 -2.085 1.884 0.479

So which one is most stable? That would be entry w, about 0.0762 hartree below the next structure.